Record 1
The following is a quantum chemistry calculation of a structure of composition C34H43BN5OPdS, from OMol25.

Geometry (Å):
Pd (0.0486, -0.8264, 1.3255)
N (1.5109, -4.8141, 2.1348)
C (0.8856, -3.5773, 2.0989)
S (1.5742, -2.4241, 0.9735)
N (-0.1032, -3.3985, 2.9100)
N (-0.6488, -2.1214, 2.8354)
C (-1.7780, -1.9845, 3.4205)
C (-2.6181, -0.8050, 3.4078)
C (-3.8670, -0.9479, 4.0290)
C (-4.7812, 0.0797, 4.1012)
C (-4.4245, 1.3133, 3.5492)
C (-3.2088, 1.4915, 2.9320)
C (-2.2595, 0.4429, 2.8015)
O (-1.1224, 0.6767, 2.2284)
H (1.9105, -5.0978, 1.2557)
H (0.9614, -5.5218, 2.5975)
H (-2.1671, -2.8561, 3.9505)
H (-4.1084, -1.9116, 4.4672)
H (-5.7405, -0.0606, 4.5820)
H (-5.1144, 2.1485, 3.6099)
H (-2.9372, 2.4560, 2.5292)
C (2.7988, -1.8916, -2.3874)
C (4.0876, -1.1211, -2.0957)
C (4.5521, -0.3620, -3.3464)
C (4.1367, -0.2252, -0.8586)
C (5.3561, -0.2038, -0.1840)
C (5.5632, 0.5944, 0.9257)
C (4.5375, 1.4006, 1.3836)
C (3.2995, 1.4138, 0.7517)
C (2.2168, 2.3362, 1.2813)
C (1.9131, 2.0683, 2.7546)
C (2.6021, 3.8002, 1.0537)
C (3.1048, 0.5929, -0.3717)
N (1.8224, 0.5752, -0.9803)
B (0.5873, 0.0404, -0.4336)
N (-0.3495, 0.2906, -1.5112)
C (0.2952, 0.9280, -2.5711)
C (1.5861, 1.1193, -2.2420)
C (-1.7560, 0.0845, -1.4837)
C (-2.2742, -1.2163, -1.5469)
C (-3.6532, -1.3781, -1.4604)
C (-4.4940, -0.2897, -1.3032)
C (-3.9655, 0.9884, -1.2480)
C (-2.5952, 1.1996, -1.3452)
C (-2.0396, 2.6133, -1.3013)
C (-2.6740, 3.4903, -2.3827)
C (-2.2010, 3.2319, 0.0835)
C (-1.3786, -2.4306, -1.6986)
C (-1.4833, -3.0017, -3.1142)
C (-1.6805, -3.4969, -0.6469)
H (3.0091, -2.6354, -3.1621)
H (2.0037, -1.2465, -2.7601)
H (2.4327, -2.4125, -1.5050)
H (4.8527, -1.8794, -1.9003)
H (3.7711, 0.3053, -3.7114)
H (4.7832, -1.0670, -4.1490)
H (5.4451, 0.2318, -3.1430)
H (6.1561, -0.8452, -0.5385)
H (6.5177, 0.5784, 1.4381)
H (4.6942, 2.0256, 2.2548)
H (1.3018, 2.1424, 0.7236)
H (2.7820, 2.2811, 3.3843)
H (1.6143, 1.0309, 2.9046)
H (1.0848, 2.6956, 3.0886)
H (3.5037, 4.0621, 1.6143)
H (1.7961, 4.4587, 1.3856)
H (2.7945, 3.9983, -0.0030)
H (-0.2302, 1.2287, -3.4638)
H (2.3646, 1.6028, -2.8077)
H (-4.0748, -2.3756, -1.4984)
H (-5.5632, -0.4385, -1.2117)
H (-4.6276, 1.8355, -1.1093)
H (-0.9730, 2.5618, -1.5060)
H (-3.7450, 3.6211, -2.2107)
H (-2.5465, 3.0523, -3.3750)
H (-2.2142, 4.4815, -2.3838)
H (-3.2561, 3.2758, 0.3668)
H (-1.8042, 4.2512, 0.0910)
H (-1.6714, 2.6346, 0.8270)
H (-0.3507, -2.1078, -1.5399)
H (-2.5014, -3.3425, -3.3232)
H (-0.8086, -3.8527, -3.2352)
H (-1.2209, -2.2487, -3.8604)
H (-2.6768, -3.9280, -0.7813)
H (-1.6164, -3.0788, 0.3577)
H (-0.9534, -4.3095, -0.7182)

Cartesian forces (eV/Å) of the 2 atoms listed first:
0.47 0.25 0.12
-0.01 0.01 0.04

Output
HOMO-LUMO gap: 0.263 Ha
ΔE to the lowest compared entry with this formula, charge and spin: 12.4 kJ/mol
Total charge: -1
HOMO: -4.420 eV



Record 2
The following is a quantum chemistry calculation of the ion C34H43N4O3 with charge +1, from OMol25.

Geometry (Å):
C (2.1647, 3.5981, -3.3114)
C (1.8534, 2.2136, -2.7819)
N (0.5370, 2.1395, -2.1358)
C (-0.6411, 2.3419, -3.0290)
C (-1.2445, 1.0484, -3.5465)
C (0.5083, 1.9886, -0.7952)
O (1.5554, 1.9564, -0.1262)
C (-0.8642, 1.9213, -0.1425)
C (-0.8992, 1.0772, 1.1027)
C (-0.6602, -0.3903, 0.7996)
C (0.5431, -0.9000, 0.4283)
N (0.9039, -2.2221, 0.3644)
C (2.3022, -2.5733, 0.1218)
C (2.7745, -2.2031, -1.2833)
C (4.1718, -2.6812, -1.6145)
C (4.4012, -3.3657, -2.8119)
C (5.6806, -3.8318, -3.1241)
C (6.7474, -3.5856, -2.2488)
C (6.5204, -2.8940, -1.0504)
C (5.2349, -2.4302, -0.7401)
C (2.3140, -4.0766, 0.3974)
O (3.2629, -4.8457, 0.2664)
N (1.0598, -4.4280, 0.8123)
C (0.7898, -5.7809, 1.2417)
C (0.1223, -3.3169, 0.9599)
C (-0.2000, -3.0638, 2.4400)
C (-1.1599, -3.5844, 0.1570)
C (-2.2273, 1.3164, 1.8391)
C (-2.3326, 2.2948, 2.8338)
C (-3.5479, 2.5804, 3.4206)
C (-4.6668, 1.7559, 3.1560)
O (-5.7802, 1.9560, 3.9113)
C (-6.7579, 0.8930, 4.0012)
C (-4.5621, 0.7445, 2.1759)
C (-3.3657, 0.5924, 1.4764)
N (-1.1874, 3.3848, 0.1237)
C (-0.2811, 4.1655, 0.7783)
C (-0.5954, 5.4675, 1.1353)
C (-1.8849, 5.9557, 0.9236)
C (-2.8138, 5.1186, 0.3055)
C (-2.4422, 3.8486, -0.1000)
H (3.1352, 3.5605, -3.8170)
H (1.4033, 3.9423, -4.0201)
H (2.2247, 4.3121, -2.4808)
H (1.8490, 1.4669, -3.5864)
H (2.5959, 1.9304, -2.0296)
H (-1.3982, 2.9600, -2.5228)
H (-0.2550, 2.9313, -3.8647)
H (-1.8583, 1.2745, -4.4270)
H (-0.4604, 0.3475, -3.8571)
H (-1.8883, 0.5650, -2.8025)
H (-1.5937, 1.5498, -0.8801)
H (-0.0738, 1.4487, 1.7391)
H (-1.4703, -1.0693, 1.0532)
H (1.3609, -0.2230, 0.1843)
H (2.9464, -2.0751, 0.8742)
H (2.0628, -2.6214, -2.0130)
H (2.7286, -1.1057, -1.3679)
H (3.5536, -3.5594, -3.4750)
H (5.8440, -4.3780, -4.0545)
H (7.7531, -3.9256, -2.4998)
H (7.3379, -2.7067, -0.3516)
H (5.0414, -1.8959, 0.1934)
H (1.6533, -6.3960, 0.9865)
H (0.6200, -5.8305, 2.3229)
H (-0.0960, -6.1659, 0.7299)
H (0.7142, -3.1815, 3.0365)
H (-0.5844, -2.0526, 2.5866)
H (-0.9573, -3.7824, 2.7763)
H (-0.8920, -3.8473, -0.8774)
H (-1.6961, -4.4293, 0.6093)
H (-1.8178, -2.7111, 0.1495)
H (-1.4454, 2.8632, 3.1285)
H (-3.6580, 3.3998, 4.1298)
H (-7.5853, 1.3391, 4.5537)
H (-7.0976, 0.5592, 3.0115)
H (-6.3426, 0.0403, 4.5577)
H (-5.4001, 0.0790, 1.9701)
H (-3.3307, -0.1147, 0.6436)
H (0.6980, 3.7316, 0.9607)
H (0.1870, 6.0623, 1.5931)
H (-2.1639, 6.9601, 1.2410)
H (-3.8446, 5.4159, 0.1386)
H (-3.1330, 3.1460, -0.5733)

Cartesian forces (eV/Å) of the 2 atoms listed first:
0.10 0.10 0.04
-0.03 -0.33 -0.02

Output
HOMO-LUMO gap: 0.229 Ha
Total charge: +1
HOMO: -10.156 eV



Record 3
The following is a quantum chemistry calculation of a structure of composition C34H44BrCoINO3, from OMol25.

Geometry (Å):
Co (-0.8365, -1.2470, -0.0314)
C (-3.2458, 5.3102, -1.7536)
C (-2.5957, 4.8483, -0.4427)
C (-1.2005, 5.4753, -0.3784)
C (-3.3959, 5.4114, 0.7402)
C (-2.5579, 3.3240, -0.3744)
C (-1.3636, 2.6087, -0.2851)
C (-1.3744, 1.2307, -0.1020)
N (-0.2993, 0.4214, 0.2066)
C (1.1019, 0.3807, 0.2755)
C (1.8906, 1.4463, 0.6816)
C (3.2756, 1.3252, 0.7343)
C (3.8264, 0.1031, 0.3764)
C (3.0805, -1.0135, -0.0088)
C (1.6798, -0.9142, -0.0649)
O (0.8665, -1.9616, -0.4233)
C (3.7918, -2.3229, -0.3622)
C (5.3217, -2.2307, -0.2970)
C (3.4030, -3.4331, 0.6268)
C (3.4523, -2.7377, -1.8025)
C (4.1834, 2.4687, 1.1765)
C (3.4118, 3.7386, 1.5365)
C (5.1602, 2.8253, 0.0472)
C (4.9870, 2.0483, 2.4153)
C (-2.6535, 0.5079, -0.3007)
O (-2.6681, -0.8616, -0.4662)
C (-3.8404, 1.2266, -0.3628)
C (-3.7529, 2.6248, -0.3816)
C (-5.1724, 0.4817, -0.4353)
C (-5.3382, -0.4536, 0.7716)
C (-6.3690, 1.4388, -0.4270)
C (-5.2648, -0.3340, -1.7342)
H (-3.2309, 6.4018, -1.8281)
H (-4.2874, 4.9930, -1.8252)
H (-2.7115, 4.9060, -2.6155)
H (-1.2738, 6.5643, -0.4188)
H (-0.5766, 5.1572, -1.2163)
H (-0.6865, 5.2156, 0.5495)
H (-3.3627, 6.5048, 0.7422)
H (-2.9859, 5.0599, 1.6889)
H (-4.4468, 5.1201, 0.7008)
H (-0.3917, 3.0836, -0.2798)
H (1.3894, 2.3571, 0.9793)
H (4.9031, 0.0130, 0.4170)
H (5.6726, -1.9851, 0.7086)
H (5.7169, -1.4854, -0.9932)
H (5.7613, -3.1924, -0.5673)
H (3.5958, -3.1018, 1.6543)
H (3.9816, -4.3470, 0.4566)
H (2.3687, -3.7045, 0.5601)
H (3.6738, -1.9244, -2.4985)
H (2.4038, -3.0077, -1.9213)
H (4.0419, -3.6090, -2.1027)
H (2.8355, 4.1136, 0.6877)
H (4.1036, 4.5278, 1.8396)
H (2.7228, 3.5690, 2.3667)
H (4.6196, 3.0983, -0.8613)
H (5.8207, 1.9918, -0.1971)
H (5.7922, 3.6716, 0.3334)
H (4.3205, 1.7550, 3.2288)
H (5.6132, 2.8727, 2.7701)
H (5.6455, 1.2041, 2.2051)
H (-4.6636, 3.2058, -0.4387)
H (-5.2351, 0.0997, 1.7084)
H (-4.6059, -1.2594, 0.7720)
H (-6.3295, -0.9160, 0.7602)
H (-6.3902, 2.0503, 0.4787)
H (-7.3011, 0.8719, -0.4633)
H (-6.3595, 2.1065, -1.2919)
H (-4.5334, -1.1384, -1.7650)
H (-5.1032, 0.3051, -2.6060)
H (-6.2559, -0.7882, -1.8284)
Br (2.8605, -6.0153, -0.3044)
C (1.1732, -6.9079, -0.0715)
C (1.1773, -8.2958, -0.0138)
C (-0.0124, -8.9854, 0.1497)
C (-1.2073, -8.2837, 0.2554)
C (-1.2018, -6.8984, 0.1992)
C (-0.0107, -6.1920, 0.0358)
I (-0.0030, -4.0589, -0.0344)
H (2.1078, -8.8411, -0.0984)
H (-0.0073, -10.0673, 0.1935)
H (-2.1415, -8.8168, 0.3832)
H (-2.1371, -6.3612, 0.2862)
O (-2.3524, -2.3727, -0.0245)

Cartesian forces (eV/Å) of the 2 atoms listed first:
-1.72 -2.84 -0.48
-0.10 0.02 -0.09

Output
2S+1: 4
HOMO-LUMO gap (alpha / beta): 0.236 / 0.244 Ha
Total charge: -1
HOMO (alpha / beta): -3.933 / -4.145 eV



Record 4
The following is a quantum chemistry calculation of a structure of composition C34H44ClN3O2RhS4, from OMol25.

Geometry (Å):
Rh (-0.1629, -0.0139, 0.6193)
C (2.4430, 1.8838, 1.2975)
C (2.4742, 1.5303, -0.1813)
S (1.8998, -0.1454, -0.6603)
C (3.0397, -1.2432, 0.2823)
C (2.3138, -2.3074, 1.0833)
S (0.9948, -1.7107, 2.2068)
C (1.9241, -0.6221, 3.3658)
C (1.2377, 0.7084, 3.6076)
S (0.8030, 1.6717, 2.1120)
H (2.6831, 2.9445, 1.3958)
H (3.1675, 1.3103, 1.8720)
H (3.4940, 1.6282, -0.5568)
H (1.8289, 2.1941, -0.7591)
H (3.6871, -0.6302, 0.9067)
H (3.6706, -1.7366, -0.4619)
H (3.0278, -2.8742, 1.6851)
H (1.7900, -3.0014, 0.4239)
H (2.9390, -0.5003, 2.9915)
H (1.9836, -1.1657, 4.3091)
H (1.8668, 1.3423, 4.2375)
H (0.2850, 0.5647, 4.1200)
O (-1.2965, 1.6102, -0.4839)
S (-2.2374, 2.0700, -1.5681)
C (-3.8923, 1.6007, -0.9655)
C (-4.0969, 1.4808, 0.3957)
C (-5.3631, 1.1678, 0.8613)
C (-6.4053, 0.9998, -0.0361)
C (-6.1872, 1.1327, -1.3981)
C (-4.9208, 1.4312, -1.8734)
C (-2.4835, 3.8363, -1.2593)
C (-3.0304, 4.6196, -2.2658)
C (-3.2429, 5.9656, -2.0256)
C (-2.8971, 6.5146, -0.7969)
C (-2.3613, 5.7143, 0.2047)
C (-2.1411, 4.3688, -0.0273)
H (-3.2767, 1.6425, 1.0797)
H (-5.5303, 1.0721, 1.9225)
H (-7.3987, 0.7883, 0.3318)
H (-7.0028, 1.0233, -2.0959)
H (-4.7429, 1.5478, -2.9306)
H (-3.2812, 4.1896, -3.2224)
H (-3.6611, 6.5881, -2.7982)
H (-3.0300, 7.5718, -0.6263)
H (-2.1123, 6.1365, 1.1657)
H (-1.7129, 3.7292, 0.7313)
C (-2.8025, -5.1608, 1.2917)
C (-4.1863, -5.4597, 0.6791)
C (-3.9736, -5.6920, -0.8170)
C (-4.7121, -6.7543, 1.3114)
C (-5.1636, -4.2549, 1.0049)
O (-4.9242, -3.7986, 2.3102)
C (-6.6839, -4.6251, 0.9814)
C (-7.3271, -5.0332, -0.3438)
C (-7.6664, -3.9388, -1.2927)
C (-8.4358, -2.8380, -0.8743)
C (-8.8641, -1.8892, -1.7708)
C (-8.5212, -2.0028, -3.1250)
Cl (-9.0963, -0.8606, -4.2486)
C (-7.7379, -3.0839, -3.5590)
C (-7.3266, -4.0330, -2.6503)
C (-4.9446, -2.9977, 0.1051)
N (-3.8517, -2.1907, 0.5763)
C (-2.6142, -2.0433, 0.0923)
N (-1.9223, -1.2622, 0.9127)
C (-2.8018, -0.9545, 1.8996)
N (-3.9686, -1.4972, 1.7034)
H (-2.1885, -6.0548, 1.2290)
H (-2.8729, -4.8706, 2.3371)
H (-2.2875, -4.3689, 0.7531)
H (-3.4337, -6.6261, -0.9464)
H (-3.3760, -4.9061, -1.2710)
H (-4.9030, -5.7804, -1.3668)
H (-3.9754, -7.5434, 1.1830)
H (-5.6269, -7.0951, 0.8363)
H (-4.8834, -6.6496, 2.3804)
H (-5.0874, -4.5102, 2.9414)
H (-7.1962, -3.7520, 1.3911)
H (-6.8336, -5.4314, 1.6983)
H (-8.2842, -5.5033, -0.0799)
H (-6.7476, -5.8074, -0.8408)
H (-8.7500, -2.7670, 0.1568)
H (-9.5051, -1.0806, -1.4522)
H (-7.4887, -3.1796, -4.6030)
H (-6.7566, -4.8797, -3.0017)
H (-5.8413, -2.3765, 0.1883)
H (-4.7804, -3.2637, -0.9382)
H (-2.2433, -2.4736, -0.8180)
H (-2.5683, -0.3497, 2.7535)

Cartesian forces (eV/Å) of the 2 atoms listed first:
0.81 -0.46 1.09
0.06 0.02 -0.02

Output
HOMO-LUMO gap (alpha / beta): 0.057 / 0.062 Ha
ΔE to the lowest compared entry with this formula, charge and spin: 302.0 kJ/mol
Total charge: +3
HOMO (alpha / beta): -13.846 / -13.907 eV



Number 1: E_tot -60451.382 eV. Number 2: E_tot -48053.084 eV. Number 3: E_tot -159371.465 eV. Number 4: E_tot -103381.748 eV.